No. 1
Below is C39H46As2ClKN6O11S5 as an isolated structure in a non-equilibrium geometry, with properties calculated with wB97M-V/def2-TZVPD.

Results
Gap between HOMO and LUMO (spin up / spin down) = 4.85 / 4.95 eV
Net charge = -2
HOMO level (spin up / spin down) = -1.5060 / -1.6054 eV

CARTESIAN COORDINATES (ANGSTROEM)
K 0.090 -0.275 0.635
S -8.129 -0.310 -0.520
C -6.492 -0.172 -0.370
S -5.402 -1.501 -0.547
C -3.875 -0.625 -0.307
C -3.996 0.713 -0.023
S -2.785 1.799 0.385
S -5.678 1.324 -0.036
S -2.454 -1.558 -0.336
Cl 6.208 -3.189 4.158
C 4.963 -2.586 3.098
C 5.066 -2.828 1.720
C 4.081 -2.391 0.891
C 2.943 -1.638 1.350
O 2.108 -1.193 0.539
C 2.865 -1.443 2.786
C 1.745 -0.802 3.401
O 0.739 -0.353 2.878
C 3.885 -1.929 3.620
H 5.923 -3.362 1.330
H 4.115 -2.607 -0.166
H 1.828 -0.747 4.518
H 3.798 -1.784 4.690
C -1.469 5.472 -3.605
C -2.530 4.429 -3.262
C -2.856 4.492 -1.776
C -2.081 3.015 -3.678
N -1.017 2.481 -2.880
C -1.054 1.430 -2.044
N 0.148 1.253 -1.553
N 0.909 2.198 -2.096
N 0.238 2.933 -2.883
H -1.829 6.467 -3.349
H -1.221 5.457 -4.666
H -0.569 5.284 -3.027
H -3.439 4.647 -3.838
H -1.987 4.204 -1.191
H -3.675 3.826 -1.515
H -3.125 5.506 -1.493
H -1.742 3.034 -4.721
H -2.912 2.311 -3.584
H -1.908 0.813 -1.884
C -0.752 8.146 2.054
C 0.384 8.256 1.039
N 1.197 7.053 1.025
C 2.265 6.956 1.990
C 3.487 7.790 1.588
C 0.801 6.043 0.199
O -0.106 6.203 -0.595
C 1.496 4.726 0.330
C 2.786 4.487 -0.131
C 3.304 3.207 -0.037
C 2.517 2.208 0.520
N 1.297 2.432 0.974
C 0.791 3.641 0.860
H -1.365 9.044 2.035
H -0.355 8.013 3.059
H -1.381 7.292 1.812
H 1.021 9.114 1.268
H -0.032 8.377 0.036
H 2.558 5.908 2.082
H 1.899 7.297 2.966
H 3.850 7.481 0.611
H 4.284 7.651 2.316
H 3.241 8.849 1.542
H 3.366 5.285 -0.575
H 4.299 2.991 -0.402
H 2.859 1.186 0.590
H -0.229 3.761 1.201
C -4.416 -2.325 -3.810
O -3.221 -2.777 -3.217
C -2.235 -1.846 -3.080
O -2.379 -0.711 -3.519
C -1.099 -2.360 -2.352
C -0.992 -3.727 -2.089
As -0.690 -5.016 -3.471
C -1.442 -4.199 -5.124
C 1.132 -4.178 -3.721
C 1.607 -3.088 -3.090
As 0.649 -1.515 -2.222
C 0.572 -0.614 -4.003
C 3.044 -2.825 -3.045
O 3.947 -3.634 -3.100
O 3.274 -1.493 -2.903
C 4.614 -1.073 -2.755
C 1.928 -5.133 -4.498
O 1.902 -6.321 -4.274
O 2.600 -4.738 -5.617
C 2.573 -3.406 -6.064
C -0.293 -4.223 -0.947
O -0.004 -5.412 -0.804
O -0.066 -3.319 0.040
C 0.429 -3.875 1.238
H -5.065 -3.194 -3.886
H -4.223 -1.901 -4.801
H -4.897 -1.562 -3.195
H -2.517 -4.366 -5.153
H -0.991 -4.697 -5.986
H -1.252 -3.130 -5.186
H 0.534 -1.338 -4.816
H 1.452 0.019 -4.123
H -0.319 0.002 -4.060
H 4.577 -0.135 -2.203
H 5.066 -0.920 -3.742
H 5.192 -1.826 -2.214
H 2.800 -3.442 -7.131
H 3.330 -2.798 -5.561
H 1.591 -2.951 -5.914
H 0.370 -3.102 2.000
H 1.468 -4.200 1.121
H -0.175 -4.746 1.515

Cartesian forces (eV/Å) of the 2 atoms listed first:
K -2.296 1.087 -0.586
S -0.415 0.000 -0.010

No. 2
Below is C39H46CrN9O5S3Si as an isolated structure in a non-equilibrium geometry, with properties calculated with wB97M-V/def2-TZVPD.

Results
Multiplicity = 5
Gap between HOMO and LUMO (spin up / spin down) = 4.04 / 7.90 eV
Net charge = -1
HOMO level (spin up / spin down) = -2.0595 / -5.9381 eV

CARTESIAN COORDINATES (ANGSTROEM)
Cr -0.249 0.134 -0.145
C 0.360 6.528 3.908
C 0.051 5.062 3.753
C 0.596 4.117 4.615
C 0.343 2.762 4.437
C -0.465 2.355 3.388
C -1.012 3.282 2.506
C -0.763 4.628 2.707
S -0.708 0.622 3.090
O -0.262 -0.064 4.279
O -2.125 0.485 2.783
N 0.180 0.257 1.827
C 1.594 0.007 2.155
C 2.392 -0.240 0.872
O 3.596 -0.415 0.941
O 1.682 -0.231 -0.211
H 0.842 6.730 4.866
H -0.543 7.136 3.836
H 1.041 6.841 3.114
H 1.223 4.448 5.437
H 0.740 2.014 5.114
H -1.625 2.937 1.679
H -1.194 5.361 2.035
H 1.709 -0.865 2.801
H 2.059 0.852 2.679
C -1.356 3.725 -3.167
C -0.871 4.396 -1.875
C -1.997 4.295 -0.839
C -0.562 5.871 -2.155
Si 0.620 3.363 -1.240
O 0.037 2.033 -0.606
C 1.784 3.040 -2.716
C 2.438 4.050 -3.430
C 3.346 3.758 -4.440
C 3.650 2.435 -4.736
C 3.035 1.416 -4.018
C 2.102 1.718 -3.034
C 1.736 4.264 -0.004
C 2.274 3.474 1.015
C 3.197 3.984 1.917
C 3.605 5.309 1.816
C 3.079 6.115 0.814
C 2.156 5.595 -0.085
H -2.284 4.195 -3.518
H -1.553 2.665 -2.965
H -0.608 3.802 -3.963
H -2.897 4.813 -1.195
H -1.694 4.746 0.112
H -2.248 3.248 -0.648
H -1.424 6.360 -2.627
H 0.292 5.977 -2.836
H -0.332 6.412 -1.233
H 2.240 5.092 -3.186
H 3.840 4.562 -4.976
H 4.386 2.202 -5.497
H 3.309 0.384 -4.197
H 1.651 0.926 -2.455
H 1.959 2.438 1.086
H 3.602 3.347 2.696
H 4.330 5.714 2.514
H 3.394 7.149 0.729
H 1.772 6.240 -0.871
S -0.285 -6.472 0.593
C -0.229 -4.718 0.442
C -0.946 -3.881 1.338
C -1.038 -2.544 1.091
N -0.469 -1.925 0.005
C 0.252 -2.738 -0.837
C 0.387 -4.085 -0.669
C -1.969 -6.692 0.033
C -3.006 -6.899 0.937
C -4.307 -6.958 0.460
N -4.641 -6.829 -0.822
C -3.636 -6.625 -1.679
C -2.304 -6.552 -1.311
H -1.423 -4.298 2.217
H -1.565 -1.904 1.778
H 0.740 -2.238 -1.663
H 0.968 -4.667 -1.373
H -2.792 -7.011 1.993
H -5.136 -7.118 1.146
H -3.925 -6.520 -2.721
H -1.531 -6.375 -2.047
C 1.241 -1.542 -5.760
N 0.505 -1.410 -4.517
C -0.276 -0.376 -4.209
N -0.335 0.620 -5.123
S -1.212 -0.366 -2.807
H 1.641 -2.550 -5.831
H 2.074 -0.837 -5.815
H 0.579 -1.369 -6.612
H 0.533 -2.142 -3.828
H 0.500 0.822 -5.657
H -0.809 1.439 -4.776
N -4.508 -1.487 1.904
C -5.139 -0.863 0.908
N -6.441 -1.138 0.689
N -4.571 -0.019 0.065
C -3.289 0.176 0.039
N -2.165 0.374 -0.135
H -5.021 -2.083 2.528
H -3.648 -1.055 2.261
H -6.991 -1.619 1.374
H -6.897 -0.623 -0.041

Cartesian forces (eV/Å) of the 2 atoms listed first:
Cr 2.405 0.218 0.210
C 0.036 -0.090 -0.007

No. 3
Below is C39H46P2Re as an isolated structure in a non-equilibrium geometry, with properties calculated with wB97M-V/def2-TZVPD.

Results
Multiplicity = 4
Gap between HOMO and LUMO (spin up / spin down) = 5.75 / 5.88 eV
Net charge = +2
HOMO level (spin up / spin down) = -12.5669 / -13.7012 eV

CARTESIAN COORDINATES (ANGSTROEM)
Re -0.868 0.744 -2.343
C -2.429 1.063 -5.525
C -2.252 -0.269 -5.350
C -1.341 -1.106 -6.206
C 0.030 -0.384 -6.451
C 0.517 0.372 -5.263
C 0.081 1.588 -4.842
C -0.473 2.568 -5.885
C -1.720 1.966 -6.532
C 0.640 0.417 -0.652
H -3.314 1.564 -5.067
H -2.994 -0.819 -4.761
H -1.819 -1.340 -7.185
H -1.156 -2.082 -5.722
H 0.753 -1.187 -6.678
H -0.057 0.218 -7.377
H 1.513 0.030 -4.949
H 0.409 2.040 -3.857
H 0.316 2.759 -6.645
H -0.695 3.541 -5.399
H -2.397 2.805 -6.745
H -1.518 1.481 -7.508
H 0.625 1.376 -0.117
H 1.725 0.185 -0.725
H 0.335 -0.367 0.050
P -0.924 -1.531 -2.454
P 2.232 -0.317 -2.583
C 0.301 -2.292 -3.450
C 1.561 -1.732 -3.511
C -2.172 -2.737 -2.034
C -2.797 -3.548 -3.008
C -3.743 -4.496 -2.594
C -4.087 -4.631 -1.246
C -3.512 -3.775 -0.311
C -2.569 -2.830 -0.687
C -2.653 0.683 -2.928
C -2.236 2.099 -2.989
C -3.049 2.972 -2.181
C -4.235 2.489 -1.681
C -4.695 1.170 -1.829
C -3.944 0.267 -2.597
C 3.584 -1.160 -1.738
C 3.283 -2.355 -1.046
C 4.326 -3.110 -0.509
C 5.648 -2.659 -0.630
C 5.922 -1.436 -1.249
C 4.894 -0.672 -1.787
C 2.821 1.453 -2.823
C 2.652 2.424 -1.817
C 2.920 3.766 -2.053
C 3.488 4.161 -3.258
C 3.898 3.180 -4.149
C 3.555 1.847 -3.959
H 0.022 -3.185 -4.024
H 2.330 -2.170 -4.170
H -2.521 -3.410 -4.065
H -4.199 -5.142 -3.344
H -4.790 -5.399 -0.938
H -3.780 -3.847 0.731
H -2.100 -2.151 0.017
H -1.769 2.539 -3.878
H -2.660 3.974 -1.973
H -4.873 3.136 -1.080
H -5.616 0.833 -1.327
H -4.143 -0.803 -2.692
H 2.245 -2.696 -0.972
H 4.103 -4.038 0.019
H 6.465 -3.247 -0.218
H 6.931 -1.041 -1.288
H 5.050 0.291 -2.263
H 2.331 2.142 -0.819
H 2.719 4.510 -1.286
H 3.700 5.207 -3.463
H 4.506 3.455 -4.999
H 3.866 1.103 -4.685
C -2.955 2.710 1.050
C -1.705 1.870 0.817
C -1.397 1.221 2.154
C -1.849 0.781 -0.284
H -3.841 2.075 1.173
H -3.165 3.397 0.232
H -2.862 3.325 1.955
H -0.904 2.541 0.515
H -2.195 0.516 2.416
H -0.471 0.654 2.129
H -1.308 1.961 2.956
H -1.537 -0.166 0.187
H -2.929 0.606 -0.358

Cartesian forces (eV/Å) of the 2 atoms listed first:
Re 3.624 -0.555 4.343
C -1.728 -0.911 -1.519

No. 4
Below is C39H46P2Sn as an isolated structure in a non-equilibrium geometry, with properties calculated with wB97M-V/def2-TZVPD.

Results
Gap between HOMO and LUMO (spin up / spin down) = 4.51 / 5.09 eV
Net charge = +2
HOMO level (spin up / spin down) = -12.7273 / -12.7273 eV

CARTESIAN COORDINATES (ANGSTROEM)
Sn 1.921 -1.237 -0.318
C -2.568 0.820 5.358
C -2.936 0.686 4.078
C -3.553 1.686 3.150
C -2.597 2.736 2.518
C -1.723 3.500 3.471
C -1.978 3.776 4.753
C -3.139 3.288 5.582
C -2.855 1.941 6.291
C 2.029 0.516 0.997
H -1.954 0.037 5.831
H -2.876 -0.328 3.674
H -4.392 2.191 3.641
H -4.002 1.127 2.310
H -1.922 2.248 1.795
H -3.246 3.419 1.945
H -0.795 3.888 3.007
H -1.280 4.433 5.300
H -4.080 3.227 5.011
H -3.310 4.024 6.377
H -1.938 2.032 6.887
H -3.730 1.757 6.937
H 1.990 0.111 2.016
H 1.265 1.302 0.876
H 3.049 0.898 0.834
P 0.040 -2.094 -1.818
P 2.272 0.364 -2.439
C -0.415 -0.457 -2.472
C 0.532 0.402 -2.918
C -0.241 -3.155 -3.301
C -1.272 -2.797 -4.189
C -1.543 -3.555 -5.331
C -0.822 -4.723 -5.586
C 0.178 -5.110 -4.693
C 0.483 -4.340 -3.564
C -1.402 -2.443 -0.766
C -1.739 -1.492 0.207
C -2.736 -1.782 1.153
C -3.359 -3.041 1.133
C -3.077 -3.948 0.102
C -2.097 -3.653 -0.849
C 2.939 0.562 -4.171
C 2.467 -0.305 -5.182
C 2.674 0.002 -6.530
C 3.367 1.161 -6.891
C 3.871 2.004 -5.901
C 3.678 1.696 -4.548
C 2.431 2.092 -1.819
C 3.678 2.536 -1.343
C 3.807 3.820 -0.811
C 2.691 4.667 -0.758
C 1.469 4.250 -1.284
C 1.329 2.961 -1.796
H -1.485 -0.283 -2.627
H 0.310 1.155 -3.682
H -1.869 -1.903 -3.986
H -2.332 -3.222 -6.005
H -1.059 -5.319 -6.462
H 0.723 -6.036 -4.881
H 1.270 -4.647 -2.869
H -1.219 -0.538 0.204
H -3.036 -1.007 1.867
H -4.077 -3.287 1.915
H -3.622 -4.884 0.034
H -1.874 -4.358 -1.654
H 1.888 -1.190 -4.896
H 2.262 -0.659 -7.294
H 3.505 1.404 -7.941
H 4.394 2.925 -6.171
H 4.062 2.378 -3.787
H 4.547 1.873 -1.392
H 4.778 4.170 -0.454
H 2.774 5.660 -0.313
H 0.603 4.917 -1.318
H 0.369 2.642 -2.189
C 0.053 -2.104 4.306
C 0.991 -1.329 3.363
C 2.189 -0.895 4.242
C 1.286 -2.125 2.065
H 0.646 -2.836 4.887
H -0.721 -2.636 3.736
H -0.475 -1.423 4.994
H 0.448 -0.414 3.017
H 2.767 -1.760 4.601
H 2.861 -0.174 3.770
H 1.800 -0.367 5.123
H 2.230 -2.678 2.084
H 0.431 -2.745 1.757

Cartesian forces (eV/Å) of the 2 atoms listed first:
Sn 0.853 0.498 1.024
C -0.113 -0.521 -0.280

No. 5
Below is C39H47As2ClCoO7SSb2 as an isolated structure, with properties calculated with wB97M-V/def2-TZVPD.

Results
Multiplicity = 2
Gap between HOMO and LUMO (spin up / spin down) = 6.62 / 7.55 eV
Net charge = 0
HOMO level (spin up / spin down) = -7.5440 / -7.6499 eV

CARTESIAN COORDINATES (ANGSTROEM)
Co -0.009 -1.380 -0.134
C -3.285 -0.923 3.379
Sb -1.407 -1.392 2.464
C -0.655 -2.328 4.259
C 1.455 -2.816 0.491
C 1.071 -4.123 -0.032
C 0.533 -5.094 0.825
C 0.134 -6.334 0.365
C 0.258 -6.639 -0.987
C 0.777 -5.688 -1.853
C 1.200 -4.437 -1.406
C 1.715 -3.432 -2.373
Sb 0.218 -1.868 -2.806
C -1.196 -3.131 -3.793
C 1.231 -1.374 -4.660
H -3.670 -1.826 3.848
H -3.964 -0.570 2.609
H -3.114 -0.149 4.130
H -1.210 -3.254 4.397
H -0.820 -1.662 5.107
H 0.410 -2.550 4.182
H 1.491 -2.777 1.580
H 2.355 -2.397 0.048
H 0.425 -4.853 1.876
H -0.275 -7.064 1.053
H -0.040 -7.611 -1.360
H 0.870 -5.922 -2.909
H 1.960 -3.883 -3.335
H 2.588 -2.899 -1.993
H -0.774 -4.132 -3.887
H -1.403 -2.709 -4.775
H -2.109 -3.156 -3.208
H 1.264 -2.290 -5.251
H 2.249 -1.021 -4.490
H 0.673 -0.613 -5.206
C 0.041 2.625 -1.392
C 1.419 1.966 -1.194
As 1.494 0.472 0.084
C 1.854 1.276 1.829
C 1.714 0.437 2.929
C 1.957 0.904 4.215
C 2.349 2.221 4.405
C 2.512 3.057 3.307
C 2.266 2.587 2.026
C 3.339 -0.073 -0.310
C 4.324 -0.180 0.667
C 5.593 -0.641 0.342
C 5.894 -1.000 -0.964
C 4.919 -0.898 -1.946
C 3.651 -0.443 -1.618
As -0.673 3.338 0.311
C -2.602 3.423 0.045
C -3.256 3.989 -1.043
C -4.640 4.071 -1.065
C -5.387 3.582 -0.003
C -4.746 2.995 1.078
C -3.360 2.922 1.101
C -0.231 5.238 0.044
C -0.334 5.907 -1.173
C 0.024 7.243 -1.283
C 0.498 7.932 -0.174
C 0.604 7.280 1.045
C 0.241 5.944 1.150
H -0.676 1.913 -1.795
H 0.156 3.426 -2.123
H 2.155 2.708 -0.883
H 1.760 1.544 -2.139
H 1.425 -0.597 2.774
H 1.846 0.240 5.064
H 2.530 2.596 5.404
H 2.836 4.081 3.451
H 2.392 3.251 1.181
H 4.099 0.098 1.688
H 6.347 -0.722 1.115
H 6.881 -1.367 -1.216
H 5.144 -1.180 -2.967
H 2.889 -0.382 -2.387
H -2.695 4.354 -1.893
H -5.138 4.515 -1.919
H -6.468 3.648 -0.020
H -5.324 2.602 1.906
H -2.856 2.466 1.946
H -0.700 5.390 -2.051
H -0.071 7.747 -2.237
H 0.780 8.974 -0.260
H 0.967 7.813 1.916
H 0.317 5.432 2.104
O -3.954 0.719 -1.271
Cl -2.874 -0.125 -1.647
O -2.139 0.420 -2.773
O -3.352 -1.422 -2.008
O -1.938 -0.178 -0.487
C -3.213 -4.793 0.134
S -2.552 -3.202 0.514
O -1.904 -3.367 1.898
O -3.611 -2.251 0.675
O -1.476 -2.961 -0.447
H -3.950 -4.661 -0.655
H -3.661 -5.197 1.039
H -2.380 -5.409 -0.200

Cartesian forces (eV/Å) of the 2 atoms listed first:
Co -0.861 -0.116 -0.096
C 0.271 0.084 -0.246

Calculated total energy values (in hartree) by entry order: -10192.557847; -4911.554350; -2273.661048; -2409.948305; -9233.853455.